(1)
{"formula": "C13H8N7O4", "method": "ωB97M-V with the def2-TZVPD basis set", "lumo_energy_ev": 1.179, "homo_lumo_gap_ev": 4.68, "charge": -1, "symbols": ["C", "C", "N", "C", "C", "C", "C", "N", "O", "O", "C", "C", "H", "H", "H", "H", "H", "O", "N", "C", "C", "N", "N", "N", "N", "C", "C", "C", "O", "H", "H", "H"], "positions_angstrom": [[2.0640, 0.9564, 0.7725], [2.7984, 1.4775, -0.2035], [3.4493, 1.9232, -1.0892], [1.7388, -0.4133, 0.8740], [0.9528, -0.9001, 1.9351], [0.6533, -2.2320, 2.0287], [1.1147, -3.1320, 1.0813], [0.7948, -4.5468, 1.1863], [1.2277, -5.3170, 0.3182], [0.0998, -4.9289, 2.1375], [1.8871, -2.6687, 0.0291], [2.1957, -1.3413, -0.0799], [1.6971, 1.6387, 1.5183], [0.5903, -0.2122, 2.6791], [0.0573, -2.6077, 2.8415], [2.2408, -3.3793, -0.6971], [2.7995, -0.9915, -0.8993], [-0.7127, 2.9396, 1.9365], [-1.8071, 2.8154, 1.3752], [-1.8379, 2.2086, 0.0485], [-0.7705, 2.3595, -0.7737], [-0.7701, 1.7797, -2.0316], [0.1694, 1.7970, -3.0084], [-0.5343, 1.0956, -3.7806], [-1.7058, 0.5579, -3.6849], [-1.9281, 1.0175, -2.4420], [-3.0308, 0.8697, -1.5744], [-2.9693, 1.4604, -0.3568], [-2.8722, 3.1730, 1.8913], [0.0865, 2.9284, -0.4705], [-3.8872, 0.2999, -1.8922], [-3.7916, 1.3725, 0.3310]], "forces_ev_per_a": [[-2.1, -1.4, 2.4], [3.2, 2.0, -4.3], [-1.2, -0.7, 1.6], [0.4, 1.3, -0.2], [-0.2, -0.5, 0.1], [-0.3, 0.1, 0.5], [-0.2, -1.0, 0.1], [0.0, 0.2, -0.1], [-0.3, 0.5, 0.6], [0.4, 0.2, -0.6], [0.3, -0.1, -0.5], [0.0, -0.6, -0.2], [-0.1, 0.1, 0.3], [-0.1, 0.2, 0.2], [-0.1, 0.0, 0.2], [0.1, -0.1, -0.2], [0.1, 0.1, -0.2], [-1.3, -0.1, -1.1], [0.4, 0.7, 1.7], [-0.3, -0.4, -0.5], [0.7, -0.3, -0.8], [-3.5, 0.6, 5.2], [-3.8, -1.2, 1.3], [6.2, -1.8, -10.7], [0.2, 2.0, 4.0], [0.2, 0.6, 1.3], [0.6, 0.4, 0.1], [-0.3, 0.2, 0.5], [0.9, -0.6, -0.9], [0.4, 0.0, -0.1], [0.0, -0.1, -0.1], [-0.1, 0.0, 0.2]]}


(2)
{"formula": "C13H9Cl2NO3", "method": "ωB97M-V with the def2-TZVPD basis set", "lumo_energy_ev": 0.434, "homo_lumo_gap_ev": 9.65, "smiles": "Cn1cc(C(=O)c2cccc(Cl)c2Cl)cc1C(=O)O", "symbols": ["C", "N", "C", "C", "C", "C", "C", "O", "O", "H", "H", "C", "O", "C", "C", "C", "C", "C", "C", "Cl", "Cl", "H", "H", "H", "H", "H", "H", "H"], "positions_angstrom": [[3.7154, -1.8521, 0.6059], [2.4597, -1.1880, 0.3726], [2.3393, -0.0004, -0.2269], [0.9936, 0.3530, -0.2931], [0.2790, -0.6972, 0.3125], [1.2057, -1.6416, 0.7160], [0.9333, -2.9042, 1.3862], [1.7489, -3.7275, 1.7384], [-0.3822, -3.0845, 1.5871], [-0.5266, -3.9311, 2.0382], [-0.7812, -0.7665, 0.4473], [0.4729, 1.5868, -0.8682], [1.1694, 2.4498, -1.3536], [-1.0277, 1.6972, -0.8221], [-1.8105, 0.9445, -1.6877], [-3.1886, 1.0671, -1.6668], [-3.7975, 1.9344, -0.7767], [-3.0241, 2.6830, 0.0971], [-1.6363, 2.5686, 0.0746], [-0.6657, 3.4765, 1.1709], [-3.7836, 3.7532, 1.2106], [-4.8706, 2.0364, -0.7508], [-3.7933, 0.4848, -2.3442], [-1.3299, 0.2712, -2.3809], [3.1875, 0.5512, -0.5830], [4.3532, -1.2337, 1.2393], [3.5329, -2.8039, 1.0990], [4.2270, -2.0271, -0.3418]], "forces_ev_per_a": [[0.7, -0.3, 0.1], [-0.3, 0.1, 0.0], [-0.3, 0.4, -0.2], [0.5, -0.3, 0.1], [0.3, -0.2, 0.1], [-0.7, 0.2, -0.1], [0.2, -0.5, 0.2], [0.0, 0.0, 0.0], [-0.5, 0.1, 0.0], [0.3, 0.1, -0.1], [-0.2, -0.1, 0.1], [0.0, -0.1, 0.0], [-0.1, 0.0, 0.0], [-0.2, 0.3, -0.1], [0.1, 0.1, 0.1], [0.0, 0.0, 0.0], [0.1, 0.0, 0.0], [0.1, -0.1, -0.1], [-0.1, -0.1, -0.1], [0.1, 0.0, 0.1], [-0.2, 0.1, 0.1], [-0.1, 0.0, 0.0], [-0.1, 0.0, -0.1], [0.0, -0.1, -0.1], [0.2, 0.0, 0.0], [-0.1, 0.0, 0.0], [0.0, 0.2, -0.1], [0.0, 0.0, 0.0]]}